This record from OMol25 describes C46H58LiN3O9S as an isolated structure. The level of theory is ωB97M-V/def2-TZVPD.

The geometry in XYZ format:
```
118
Properties=species:S:1:pos:R:3:forces:R:3:mulliken_charge:R:1
Li 0.914 -0.377 -1.066 0.192 0.197 -0.424 0.658
C -5.551 2.363 -0.159 -0.023 0.014 -0.030 -1.894
C -4.464 1.287 -0.053 -0.021 -0.101 -0.058 2.410
C -4.905 0.014 -0.803 0.094 0.024 -0.006 -1.682
C -4.282 0.911 1.418 0.039 -0.020 0.011 -1.961
C -3.163 1.789 -0.672 -0.156 0.036 -0.072 -0.649
C -1.994 1.794 0.009 0.252 -0.177 -0.125 -0.511
C -0.743 2.047 -0.642 -0.077 0.188 0.118 0.086
N 0.450 1.835 -0.100 0.194 -0.086 -0.215 -0.493
C 0.803 1.753 1.184 0.020 0.002 -0.180 -1.190
C 0.023 2.235 2.275 -0.021 0.006 -0.040 0.032
C 0.449 2.149 3.561 0.025 -0.054 0.048 -0.728
C 1.744 1.585 3.804 0.012 0.002 -0.059 0.147
C 2.589 1.145 2.832 0.007 0.055 0.152 -0.134
C 2.147 1.191 1.429 -0.013 0.018 -0.157 1.149
O 2.851 0.757 0.501 -0.064 0.243 0.220 -0.953
C 3.979 0.601 3.172 0.098 -0.032 -0.156 2.571
C 4.261 0.645 4.675 -0.019 -0.039 0.042 -2.287
C 5.055 1.448 2.470 -0.082 0.048 -0.010 -1.971
C 4.097 -0.865 2.722 0.073 0.217 0.260 -1.478
C -0.385 2.622 4.746 -0.011 0.012 0.061 2.148
C -0.610 1.447 5.714 0.012 -0.031 -0.049 -1.793
C 0.337 3.756 5.488 -0.002 0.018 0.031 -1.816
C -1.758 3.131 4.304 -0.009 0.009 -0.008 -2.233
C -0.735 2.471 -2.066 0.027 0.029 0.258 1.333
O 0.296 2.886 -2.601 0.013 -0.021 -0.119 -0.802
C -2.028 2.428 -2.775 -0.054 -0.129 0.022 -0.069
C -3.145 2.116 -2.072 -0.058 0.069 0.089 -0.115
C -2.053 2.639 -4.288 0.099 0.058 0.020 2.652
C -1.160 1.570 -4.940 0.060 0.044 -0.002 -1.897
C -3.462 2.491 -4.863 -0.030 -0.033 -0.041 -2.285
C -1.538 4.039 -4.668 -0.018 -0.014 0.073 -1.912
H -6.498 1.990 0.246 0.023 0.021 -0.023 0.484
H -5.258 3.254 0.404 -0.023 -0.025 -0.021 0.353
H -5.719 2.661 -1.198 -0.011 -0.013 0.067 0.255
H -5.781 -0.433 -0.320 0.023 0.033 -0.023 0.460
H -5.163 0.226 -1.845 0.028 -0.006 0.058 0.341
H -4.087 -0.712 -0.794 -0.089 0.016 0.010 0.211
H -5.226 0.530 1.819 0.026 0.030 -0.010 0.593
H -3.524 0.129 1.519 -0.060 0.026 0.041 0.225
H -3.981 1.776 2.018 -0.008 -0.063 -0.043 0.183
H -1.959 1.415 1.015 0.021 -0.048 0.009 0.153
H -0.915 2.719 2.047 0.060 -0.012 -0.016 1.085
H 2.072 1.532 4.836 -0.039 0.003 -0.031 0.349
H 4.200 1.663 5.074 0.018 -0.056 -0.009 0.407
H 3.564 0.007 5.229 0.067 0.054 -0.015 0.372
H 5.274 0.270 4.856 -0.033 0.011 -0.001 0.458
H 5.057 2.469 2.868 0.017 -0.036 -0.029 0.384
H 6.047 1.010 2.633 -0.068 0.023 0.021 0.430
H 4.858 1.491 1.400 0.032 -0.009 0.012 0.342
H 3.322 -1.480 3.189 0.407 0.291 -0.031 0.262
H 3.976 -0.942 1.643 0.038 -0.020 0.072 0.065
H 5.079 -1.266 3.001 0.017 0.060 -0.026 0.574
H 0.332 1.091 6.140 -0.043 0.004 -0.032 0.317
H -1.261 1.752 6.541 0.034 -0.006 -0.027 0.496
H -1.076 0.609 5.189 0.018 0.036 0.048 0.334
H 1.324 3.440 5.835 -0.050 0.020 -0.019 0.302
H 0.471 4.617 4.827 0.006 -0.036 0.031 0.360
H -0.246 4.075 6.360 0.038 -0.009 -0.038 0.457
H -2.309 2.355 3.766 0.022 0.073 0.040 0.349
H -2.343 3.419 5.182 0.013 0.002 -0.020 0.501
H -1.668 4.007 3.654 -0.028 -0.065 0.023 0.385
H -4.092 2.071 -2.598 0.014 -0.016 0.034 0.285
H -1.566 0.579 -4.734 -0.007 -0.065 -0.025 0.321
H -1.124 1.719 -6.026 -0.014 -0.025 0.046 0.488
H -0.146 1.609 -4.541 -0.053 0.029 -0.036 0.418
H -3.873 1.497 -4.666 0.003 0.070 -0.022 0.369
H -4.146 3.242 -4.454 0.031 -0.058 -0.038 0.409
H -3.417 2.627 -5.948 -0.018 0.004 0.034 0.447
H -0.522 4.173 -4.305 0.004 0.020 -0.003 0.349
H -1.554 4.158 -5.758 -0.010 -0.006 0.064 0.468
H -2.175 4.814 -4.227 0.028 -0.044 -0.030 0.368
C 5.845 -1.371 -2.935 -0.086 0.071 0.022 -0.979
N 4.587 -0.737 -3.284 0.013 0.038 -0.069 0.271
C 4.571 0.285 -4.320 -0.002 -0.060 0.118 -0.942
C 3.471 -0.795 -2.480 0.013 0.046 -0.093 -0.018
C 3.489 -1.721 -1.291 -0.243 0.095 0.039 0.185
O 2.504 -0.096 -2.748 0.147 -0.170 0.393 -0.380
H 6.551 -1.213 -3.748 0.021 0.015 -0.057 0.321
H 5.728 -2.447 -2.807 -0.011 0.005 0.000 0.322
H 6.289 -0.962 -2.021 -0.014 0.010 -0.006 0.310
H 5.409 0.124 -4.996 0.025 -0.023 -0.014 0.339
H 4.632 1.293 -3.898 0.012 -0.005 0.004 0.300
H 3.639 0.228 -4.878 -0.018 -0.006 0.004 0.233
H 4.413 -2.271 -1.147 -0.018 -0.009 -0.005 0.644
H 2.651 -2.420 -1.372 0.051 0.001 -0.045 -0.232
H 3.288 -1.099 -0.413 0.098 -0.069 -0.116 -0.374
O 0.757 -6.268 -1.999 0.015 -0.027 -0.015 -0.753
S -0.275 -5.304 -1.685 -0.004 0.087 -0.181 1.144
O -1.248 -5.716 -0.706 -0.066 -0.043 0.052 -0.718
N 0.339 -3.854 -1.384 -0.059 0.413 0.030 -0.284
C -0.038 -2.931 -2.281 0.222 0.197 -0.263 0.074
O 0.264 -1.725 -2.326 -0.206 -0.728 0.254 -0.512
C -0.859 -3.526 -3.409 0.003 0.033 0.012 -0.187
C -1.283 -2.894 -4.563 -0.113 -0.036 -0.050 -0.330
C -1.992 -3.640 -5.498 0.001 -0.029 -0.013 -0.634
C -2.269 -4.988 -5.273 0.000 0.017 0.038 -0.367
C -1.822 -5.620 -4.117 -0.018 -0.073 0.076 -0.648
C -1.111 -4.865 -3.206 0.108 0.054 0.028 0.040
H -1.049 -1.850 -4.718 0.002 0.079 0.021 0.596
H -2.329 -3.175 -6.418 -0.007 0.004 0.044 0.392
H -2.832 -5.551 -6.009 0.021 0.015 0.000 0.359
H -2.020 -6.671 -3.934 0.018 0.044 -0.037 0.404
O 2.052 -2.674 2.282 -0.532 -0.641 0.049 -0.708
C 0.836 -2.998 2.748 -0.138 0.011 -0.008 0.703
C 0.746 -3.846 3.856 0.028 -0.018 0.031 -0.716
C -0.489 -4.173 4.389 -0.011 0.043 -0.026 -0.359
C -1.659 -3.670 3.826 0.046 0.009 0.015 -0.903
C -1.569 -2.847 2.713 -0.009 -0.089 0.033 -0.613
C -0.342 -2.497 2.165 0.096 0.021 -0.002 -0.211
C -0.292 -1.596 0.953 -0.042 0.032 -0.265 1.499
O -1.348 -1.271 0.395 0.312 0.105 0.228 -0.917
O 0.887 -1.220 0.589 -0.543 -0.327 0.365 0.323
H 1.870 -2.034 1.533 -0.142 0.084 -0.229 0.004
H 1.665 -4.238 4.279 -0.034 0.025 -0.013 0.409
H -0.539 -4.830 5.251 0.001 0.014 -0.017 0.375
H -2.625 -3.925 4.247 0.025 -0.016 -0.036 0.407
H -2.457 -2.467 2.221 0.042 0.038 0.010 0.390
```
Positions in Å, forces in eV/Å.

Output
Charge = -2
Orbital gap (spin up / spin down) = 5.76 / 5.77 eV
Energy relative to the best compared isomer or geometry (same formula, charge and spin) = 0.000 eV